--- one ---
C5H8O2 as an isolated structure. Source: the OMol25 dataset; level of theory: ωB97M-V/def2-TZVPD.

XYZ file:
```
15
C5H8O2 | the OMol25 dataset | ωB97M-V/def2-TZVPD
H -2.430 -0.029 -1.078
H -2.485 -0.323 0.671
H -1.404 -1.283 -0.336
C 1.123 -1.212 0.001
H 0.513 -1.892 -0.601
O 1.495 0.871 -1.279
C -0.675 0.669 -0.011
H 1.493 -1.618 0.942
C -1.825 -0.285 -0.205
C 0.890 0.209 -0.184
H 1.624 1.320 1.782
H 1.945 0.171 -1.780
C 0.901 0.793 1.154
O -0.385 0.957 1.395
H -0.781 1.651 -0.471
```

Computed properties:
Lowest unoccupied orbital energy (spin up / spin down)   -0.3 / 0.7 eV
HOMO energy (spin up / spin down)   -7.10 / -8.20 eV
Total charge   0
Multiplicity   1

Results of the Löwdin charge analysis, in e, for atoms 1 through 6: number 1, H, carries 0.084; number 2, H, carries 0.093; number 3, H, carries 0.060; number 4, C, carries 0.075; number 5, H, carries 0.046; number 6, O, carries 0.006

--- two ---
A 2-piece molecular cluster, C5H8O2 overall. Source: the OMol25 dataset; level of theory: ωB97M-V/def2-TZVPD.

XYZ file:
```
15
C5H8O2 | the OMol25 dataset | ωB97M-V/def2-TZVPD
H -1.533 1.366 -0.918
H 0.549 -1.946 -0.949
H -2.339 -1.021 0.138
C -0.670 1.286 -0.248
H -1.065 -1.969 0.949
O 3.596 0.835 0.722
C 0.615 -0.866 -0.816
C 2.963 1.086 -0.188
C -0.360 -0.168 0.025
O 0.959 -0.440 0.498
H 0.185 1.785 -0.713
H 1.116 -0.323 -1.618
H -1.675 -0.479 1.695
C -1.427 -0.958 0.741
H -0.915 1.812 0.682
```

Computed properties:
Lowest unoccupied orbital energy   1.0 eV
HOMO energy   -10.27 eV
Total charge   0
Multiplicity   1

Results of the Löwdin charge analysis, in e, for atoms 1 through 6: number 1, H, carries 0.089; number 2, H, carries 0.116; number 3, H, carries 0.087; number 4, C, carries -0.017; number 5, H, carries 0.087; number 6, O, carries 0.047

--- three ---
C5H8O2 as an isolated structure. Source: the OMol25 dataset; level of theory: ωB97M-V/def2-TZVPD.

XYZ file:
```
15
C5H8O2 | the OMol25 dataset | ωB97M-V/def2-TZVPD
H -2.582 2.019 -0.116
O 0.178 2.284 -0.119
H -0.864 -1.914 0.561
H -2.421 -1.686 -0.446
O -3.743 0.420 0.290
H 1.520 -0.292 0.945
C -2.637 0.889 0.015
C -1.497 0.063 0.078
H 1.866 -0.167 -0.822
C 1.621 0.351 0.110
H -0.757 -1.485 -1.350
H 1.076 2.679 -0.047
C -1.328 -1.317 -0.306
C 0.297 0.997 -0.079
H 2.407 1.168 0.356
```

Computed properties:
Lowest unoccupied orbital energy (spin up / spin down)   -0.2 / -0.2 eV
HOMO energy (spin up / spin down)   -7.19 / -7.19 eV
Total charge   0
Multiplicity   1

Results of the Löwdin charge analysis, in e, for atoms 1 through 6: number 1, H, carries 0.119; number 2, O, carries 0.093; number 3, H, carries 0.084; number 4, H, carries 0.106; number 5, O, carries -0.051; number 6, H, carries 0.076

--- four ---
One molecule with the formula C5H8O2. Source: the OMol25 dataset; level of theory: ωB97M-V/def2-TZVPD.

XYZ file:
```
15
C5H8O2 | the OMol25 dataset | ωB97M-V/def2-TZVPD
H -1.818 -1.705 0.258
H 0.160 1.516 0.729
C -1.121 -0.866 0.370
O 0.499 -0.867 1.987
C 0.179 -1.454 0.855
C 0.577 0.325 -1.077
C -0.825 -0.264 -1.027
H -0.899 -1.022 -1.808
C 0.871 1.451 -0.099
H 1.369 -1.209 2.246
H -1.546 0.535 -1.240
H -1.565 -0.126 1.051
H 0.828 2.384 -0.669
H 1.883 1.347 0.297
O 1.411 -0.045 -1.872
```

Computed properties:
Lowest unoccupied orbital energy   0.6 eV
HOMO energy   -8.77 eV
Total charge   0
Multiplicity   1

Results of the Löwdin charge analysis, in e, for atoms 1 through 6: number 1, H, carries 0.114; number 2, H, carries 0.072; number 3, C, carries -0.221; number 4, O, carries 0.017; number 5, C, carries -0.070; number 6, C, carries -0.484

Which one is most stable, and which one is least stable? two is the most stable of them, while three is the least stable.

--- one ---
One molecule with the formula C2H3BrOS. Source: the OMol25 dataset; level of theory: ωB97M-V/def2-TZVPD.

XYZ file:
```
8
C2H3BrOS | the OMol25 dataset | ωB97M-V/def2-TZVPD
H 0.608 -0.109 1.458
Br -1.828 0.987 -1.287
H 1.259 -0.408 -0.186
C -0.311 0.927 -0.299
O -0.296 -1.579 0.350
C 0.346 -0.398 0.361
S 0.547 2.431 0.184
H -0.324 -1.851 -0.580
```

Computed properties:
Lowest unoccupied orbital energy   -1.0 eV
HOMO energy   -8.98 eV
Total charge   0
Multiplicity   1

Results of the Löwdin charge analysis, in e, for atoms 1 through 6: number 1, H, carries 0.143; number 2, Br, carries 0.771; number 3, H, carries 0.089; number 4, C, carries -1.152; number 5, O, carries -0.044; number 6, C, carries -0.409

--- two ---
A 2-piece molecular cluster, C2H3BrOS overall. Source: the OMol25 dataset; level of theory: ωB97M-V/def2-TZVPD.

XYZ file:
```
8
C2H3BrOS | the OMol25 dataset | ωB97M-V/def2-TZVPD
C 2.990 0.177 -1.525
H 0.831 -1.743 0.266
H -0.153 -0.719 1.373
Br 1.862 0.666 -2.794
H -0.445 -0.502 -0.321
S 4.369 -0.524 -1.244
O 1.408 0.282 0.387
C 0.396 -0.695 0.382
```

Computed properties:
Lowest unoccupied orbital energy (spin up / spin down)   -1.8 / -1.8 eV
HOMO energy (spin up / spin down)   -8.20 / -8.20 eV
Total charge   0
Multiplicity   1

Results of the Löwdin charge analysis, in e, for atoms 1 through 6: number 1, C, carries -1.194; number 2, H, carries 0.077; number 3, H, carries 0.080; number 4, Br, carries 0.841; number 5, H, carries 0.053; number 6, S, carries 0.764

Which one is most stable, and which one is least stable? one is the most stable of them, while two is the least stable.